No. 1
This record from the Open Molecules 2025 dataset describes an isolated molecule of H12N4O2Si4 in a non-equilibrium geometry. The level of theory is wB97M-V/def2-TZVPD.

Output
F_max (eV/A): 5.3
HOMO (eV): -9.2
Relative energy (zero: lowest compared OMol25 entry of this formula, charge and spin) (kcal per mole): 37.26
Energy (eV): -41757.023
2S+1: 1
SMILES: N[Si@H]([SiH3])O/[N+]([O-])=N/[Si@@H](N)[SiH3]

Geometry as XYZ:
```
22
Properties=species:S:1:pos:R:3:forces:R:3
N -1.631938 -3.831695 0.362107 4.089 2.158 -2.594
Si -1.462298 -2.052500 0.267919 1.028 -2.032 2.087
Si -2.483087 -0.862355 -1.291309 -0.793 1.222 -2.394
O 0.235193 -1.986935 0.176830 0.185 -1.621 -0.329
N 0.944015 -0.858762 0.127279 2.032 -2.407 -1.103
O 2.150649 -1.056038 0.006837 0.160 0.301 0.339
N 0.329021 0.171426 0.081761 -2.086 3.111 0.136
Si 1.240184 1.651368 -0.216048 0.923 0.340 1.469
N 0.140532 2.984085 -0.285308 3.138 1.151 -4.116
Si 2.932223 2.174018 1.435276 -3.586 1.830 -0.009
H -2.496112 -4.264606 0.378186 -1.940 -1.032 -0.251
H -0.995968 -4.164589 -0.459784 -1.820 0.080 1.928
H -1.508412 -1.693196 1.639485 -0.944 0.822 1.143
H -2.898921 -2.074643 -2.188557 0.136 1.208 0.344
H -1.634401 0.239093 -2.048818 -0.736 -1.330 0.628
H -3.700015 -0.104636 -0.793816 0.447 -0.538 -0.113
H 2.101210 1.511816 -1.364951 -0.104 -0.020 -0.956
H 0.003554 3.529405 -1.203774 0.621 -1.338 2.003
H -0.708272 2.919357 0.111416 -3.473 -0.336 2.012
H 3.651412 3.153793 0.695300 0.963 0.620 -0.726
H 3.762392 1.444901 2.290725 0.897 -1.181 0.841
H 2.029038 3.170693 2.279245 0.865 -1.006 -0.339
```
Positions in Å, forces in eV/Å.

No. 2
This record from the Open Molecules 2025 dataset describes a 5-piece molecular cluster, H12NO4 overall in a non-equilibrium geometry. The level of theory is wB97M-V/def2-TZVPD.

Output
F_max (eV/A): 4.3
Net charge: +1
HOMO (eV): -15.4
Relative energy (zero: lowest compared OMol25 entry of this formula, charge and spin) (kcal per mole): 26.02
Energy (eV): -9868.927
2S+1: 1

Geometry as XYZ:
```
17
Properties=species:S:1:pos:R:3:forces:R:3
N 0.129324 0.928872 -0.264962 1.763 -0.977 2.660
H 0.124786 0.230055 0.538199 -0.353 0.482 -0.207
H -0.116096 0.352111 -1.027278 -0.453 -0.227 -1.803
H 1.141648 1.245770 -0.298852 -1.105 -0.017 -0.613
H -0.572936 1.616843 -0.095143 -0.324 0.751 -0.145
H -2.658669 -2.063723 2.311910 2.052 -2.127 0.797
H -2.324934 -2.869370 1.226781 0.553 -1.218 -0.593
O -1.986859 -2.851320 2.132781 -2.664 3.322 -0.261
H -1.511836 -0.048516 -3.049608 0.249 0.456 -0.030
H -0.142886 0.671180 -3.308469 -1.614 0.065 0.823
O -0.963934 0.690704 -2.728905 1.290 -0.682 -1.139
H 3.594897 1.629791 -0.767128 -0.785 -0.251 -0.031
H 2.676524 2.452753 0.116861 0.014 -0.133 -0.261
O 2.648144 1.728466 -0.532558 1.272 0.757 0.423
H 0.558153 -0.948278 2.371055 -0.303 0.186 -0.736
H -0.572154 -1.784196 1.795062 -0.047 0.484 -0.408
O -0.023173 -0.981142 1.580255 0.454 -0.869 1.525
```
Positions in Å, forces in eV/Å.

No. 3
This record from the Open Molecules 2025 dataset describes a 6-piece molecular cluster, H12O5S overall in a non-equilibrium geometry. The level of theory is wB97M-V/def2-TZVPD.

Output
F_max (eV/A): 1.2
HOMO (eV): -9.5
Relative energy (zero: lowest compared OMol25 entry of this formula, charge and spin) (kcal per mole): 15.00
Energy (eV): -21267.392
2S+1: 1
SMILES: O.O.O.O.O.S

Geometry as XYZ:
```
18
Properties=species:S:1:pos:R:3:forces:R:3
O -1.972637 2.061982 -1.204726 0.456 0.186 -1.118
H -2.450692 1.890177 -2.027819 -0.637 -0.104 0.417
H -1.126063 2.280067 -1.630002 0.202 -0.099 0.635
O 0.678938 0.309007 2.192490 0.121 0.345 0.270
H 0.980678 1.224036 2.261194 -0.022 0.053 -0.392
H 0.320590 0.176233 3.075779 -0.170 -0.355 -0.055
O -0.360803 -0.468436 -0.608134 -0.034 -0.058 -0.058
H -0.015498 -0.151699 0.232580 0.197 -0.021 0.365
H -1.308254 -0.341690 -0.508793 -0.068 0.085 -0.141
O -0.833192 3.317873 1.251494 0.947 -0.092 0.283
H -1.208340 2.898469 0.472313 -0.637 0.154 0.159
H -1.492185 3.811271 1.739826 -0.353 -0.102 -0.333
O 1.630625 -1.050729 -2.798124 0.219 -0.024 -0.231
H 1.739982 -0.729474 -1.899517 -0.151 0.005 0.065
H 0.720641 -1.357570 -2.817525 -0.063 0.017 0.145
S 1.165684 -5.001292 0.487738 0.018 -0.060 -0.089
H 2.341554 -4.480703 0.106126 -0.082 0.015 0.066
H 1.188970 -4.387522 1.675101 0.056 0.053 0.012
```
Positions in Å, forces in eV/Å.

No. 4
This record from the Open Molecules 2025 dataset describes a 6-piece molecular cluster, H12O5S2 overall in a non-equilibrium geometry. The level of theory is wB97M-V/def2-TZVPD.

Output
F_max (eV/A): 1.4
Net charge: +1
HOMO (spin up / spin down) (eV): -12.9 / -12.9
Relative energy (zero: lowest compared OMol25 entry of this formula, charge and spin) (kcal per mole): 10.18
Energy (eV): -32093.857
Expectation value of S²: 0.7545
2S+1: 2

Geometry as XYZ:
```
19
Properties=species:S:1:pos:R:3:forces:R:3
S 3.969706 -0.368078 -3.359226 -0.341 0.973 0.093
S 5.055251 -1.875353 -3.992435 0.548 -0.743 0.807
H 4.129913 -0.442927 -1.994596 0.144 -0.571 -0.573
H 5.236791 -1.433945 -5.243547 -0.297 0.289 -0.316
H -3.503203 0.775493 3.955419 0.270 0.339 -0.004
H -2.974055 -0.008475 2.762062 0.324 0.908 0.109
O -2.787161 0.798107 3.306488 -0.504 -0.949 -0.234
H -1.196508 0.555301 -0.480675 -0.072 -0.109 -0.291
H -1.087166 -0.244544 -1.841977 -0.155 0.053 0.268
O -1.665044 -0.049947 -1.095018 0.268 0.297 -0.128
H -2.077035 -1.638572 1.577227 0.367 -0.350 -0.428
H -2.453998 -0.748711 0.279850 0.143 -0.673 0.858
O -2.622560 -0.934515 1.237158 -0.576 0.501 -0.289
H -0.863535 2.478328 0.912152 0.443 -0.644 -0.031
H -1.369472 1.301134 1.708900 0.586 -0.240 -0.285
O -0.665404 1.528596 1.051011 -1.103 0.777 0.367
H 0.926578 0.326098 0.706678 0.241 -0.017 0.228
H 2.185873 0.157406 -0.138256 0.069 0.270 -0.154
O 1.761038 -0.175403 0.648792 -0.356 -0.111 0.004
```
Positions in Å, forces in eV/Å.

No. 5
This record from the Open Molecules 2025 dataset describes H12O6 as an isolated structure in a non-equilibrium geometry. The level of theory is wB97M-V/def2-TZVPD.

Output
F_max (eV/A): 5.8
HOMO (eV): -8.9
Relative energy (zero: lowest compared OMol25 entry of this formula, charge and spin) (kcal per mole): 126.83
Energy (eV): -12475.614
2S+1: 1

Geometry as XYZ:
```
18
Properties=species:S:1:pos:R:3:forces:R:3
O -0.407184 0.027085 0.069413 4.341 1.198 -3.497
H 0.049138 0.250692 0.880590 0.666 0.199 0.282
H 0.279560 0.016958 -0.597308 -0.297 -0.089 -0.433
O 0.703803 -2.137363 -1.052152 -1.505 -3.167 -0.089
H 0.738438 -2.505966 -1.934861 -0.150 -0.449 -0.091
H 1.181720 -1.310649 -1.118384 -0.328 -2.044 0.400
O -1.754010 0.635514 -2.259220 0.075 -0.031 -0.687
H -1.576363 1.564813 -2.114024 -0.091 0.202 0.105
H -1.544746 0.217790 -1.423782 -0.222 -0.102 0.328
O -1.817475 -0.076982 1.635266 -3.958 -0.774 3.320
H -1.270116 -0.068758 0.850045 -3.092 -0.796 0.997
H -1.253374 0.273319 2.324693 -1.448 -0.516 -0.791
O 1.699350 -0.207611 -1.238542 3.143 4.762 -1.035
H 1.845507 0.015486 -2.157828 -0.089 0.073 -0.605
H 2.320709 0.338758 -0.757268 0.415 0.168 0.389
O -0.004625 0.997784 2.685219 2.103 1.215 0.757
H 0.897252 1.314241 2.633105 0.368 0.321 0.177
H -0.087585 0.654890 3.575037 0.069 -0.170 0.476
```
Positions in Å, forces in eV/Å.

No. 6
This record from the Open Molecules 2025 dataset describes a 6-piece molecular cluster, H12O6 overall. The level of theory is wB97M-V/def2-TZVPD.

Output
F_max (eV/A): 0.7
HOMO (eV): -10.9
Relative energy (zero: lowest compared OMol25 entry of this formula, charge and spin) (kcal per mole): 25.36
Energy (eV): -12480.014
2S+1: 1
SMILES: O.O.O.O.O.O

Geometry as XYZ:
```
18
Properties=species:S:1:pos:R:3:forces:R:3
O 18.355738 -9.780781 3.966493 0.176 0.110 0.030
H 18.607828 -10.693490 3.793686 -0.026 0.068 0.008
H 19.151268 -9.260734 3.766751 -0.231 -0.223 -0.060
O 20.620546 -8.356663 2.813362 -0.134 0.096 -0.310
H 20.065888 -7.921874 2.132830 0.490 -0.283 0.330
H 21.491562 -8.449800 2.400553 -0.020 0.101 0.146
O 16.755039 -7.355456 0.194988 0.150 0.040 -0.034
H 17.663475 -7.379561 0.526387 -0.152 0.057 -0.015
H 16.654750 -6.478194 -0.188709 -0.012 -0.070 0.047
O 23.798683 -9.014577 3.014619 -0.195 -0.091 -0.153
H 24.204019 -8.523940 3.736686 -0.056 -0.039 -0.016
H 23.306637 -9.720868 3.456702 0.170 0.135 0.175
O 19.767059 -6.674465 0.762735 -0.174 0.369 -0.235
H 19.754505 -5.778613 1.125155 0.019 -0.151 0.000
H 19.918528 -6.559702 -0.184103 0.030 -0.124 0.121
O 21.796730 -9.761618 5.230114 0.165 -0.104 -0.129
H 21.803346 -8.897073 5.654592 -0.077 -0.052 -0.048
H 21.244824 -9.638594 4.447138 -0.123 0.160 0.142
```
Positions in Å, forces in eV/Å.

No. 7
This record from the Open Molecules 2025 dataset describes H12O6 as an isolated structure in a non-equilibrium geometry. The level of theory is wB97M-V/def2-TZVPD.

Output
F_max (eV/A): 13.6
HOMO (eV): -9.3
Relative energy (zero: lowest compared OMol25 entry of this formula, charge and spin) (kcal per mole): 323.74
Energy (eV): -12467.075
2S+1: 1

Geometry as XYZ:
```
18
Properties=species:S:1:pos:R:3:forces:R:3
O -0.394553 1.037329 0.967367 -8.618 -10.416 -1.144
H -1.166567 1.217091 0.430778 -0.604 0.639 -0.151
H -0.559647 0.172688 1.343339 0.086 -0.605 0.919
O 0.123252 2.714295 1.733596 2.326 7.388 3.660
H 1.060975 2.807325 1.901617 0.225 0.803 0.103
H 0.046933 1.893754 1.246652 3.076 5.190 2.187
O 1.929950 1.366226 -0.546124 7.174 7.161 1.533
H 2.159421 1.152200 0.358182 0.703 0.155 0.041
H 1.311509 0.683009 -0.804919 4.821 1.738 -2.889
O -0.868914 -1.542902 -1.184519 -5.001 4.025 -7.430
H -0.861923 -1.828557 -2.098075 0.398 -0.234 -0.523
H -1.658205 -1.007008 -1.106673 -0.988 0.028 -0.319
O 0.524706 0.085420 -0.685891 -8.000 -8.469 -1.510
H -0.211738 -0.525556 -0.709912 1.698 0.568 -0.590
H 0.326797 0.671233 0.044785 0.735 -0.220 -0.793
O -0.546781 -3.062576 0.079426 1.111 -5.091 4.397
H -0.594466 -3.649472 -0.675233 0.028 -0.285 0.175
H -0.620749 -2.184497 -0.294395 0.831 -2.376 2.332
```
Positions in Å, forces in eV/Å.

No. 8
This record from the Open Molecules 2025 dataset describes a 6-piece molecular cluster, H12O6 overall. The level of theory is wB97M-V/def2-TZVPD.

Output
F_max (eV/A): 0.3
HOMO (eV): -11.5
Relative energy (zero: lowest compared OMol25 entry of this formula, charge and spin) (kcal per mole): 40.52
Energy (eV): -12479.357
2S+1: 1
SMILES: O.O.O.O.O.O

Geometry as XYZ:
```
18
Properties=species:S:1:pos:R:3:forces:R:3
O 12.893084 13.237382 -17.406880 0.063 -0.234 0.136
H 13.078164 13.318342 -18.342527 0.116 0.016 -0.251
H 12.225227 13.901464 -17.236024 -0.178 0.177 0.109
O 10.864814 9.562767 -18.724873 0.065 -0.277 -0.060
H 11.279007 10.343256 -18.356774 0.175 0.199 0.178
H 10.068040 9.888670 -19.143409 -0.251 0.070 -0.133
O 7.549394 10.459281 -22.319386 -0.057 0.069 0.239
H 7.683167 9.567619 -22.640738 -0.007 -0.251 -0.060
H 7.946119 11.017455 -22.988179 0.083 0.179 -0.163
O 15.199789 11.204789 -13.958319 0.013 -0.220 0.093
H 14.936626 11.558851 -14.807800 -0.117 0.070 -0.266
H 15.506940 11.965919 -13.465814 0.082 0.164 0.152
O 12.151894 6.643044 -22.410168 0.152 -0.035 -0.178
H 12.199288 7.053458 -21.546720 0.057 0.140 0.255
H 11.227655 6.419101 -22.519042 -0.217 -0.088 -0.053
O 8.295231 5.375796 -18.081979 -0.237 -0.009 -0.055
H 8.863380 4.616903 -17.949588 0.112 -0.216 0.048
H 8.897539 6.115417 -18.162147 0.145 0.248 0.010
```
Positions in Å, forces in eV/Å.